## P
This record from the OMol25 dataset describes a 2-piece molecular cluster, C8H21NP overall. The level of theory is ωB97M-V/def2-TZVPD.

Computed properties:
M	162.237	g/mol
Kohn-Sham gap	7.5	eV
HOMO	-0.4366	Eh
total charge	+1

Last column: Löwdin charge in e.
Positions of all 31 atoms, in Å:
C -2.3769 1.5146 -0.3772  -0.089
C -3.6783 -0.6164 -0.1102  -0.037
C 3.4256 1.7889 1.0664  -0.042
C 1.2161 -2.2321 1.0752  0.023
C 2.2740 0.2213 -2.1631  -0.225
C -1.2398 -0.7866 0.2067  -0.239
C -2.2804 0.0245 -0.5555  -0.447
C 0.0934 -0.1335 -0.0721  -0.390
N 1.0852 -0.7067 0.9406  -0.057
P 0.6929 -0.0717 -1.7326  1.026
H -3.3118 1.8473 -0.8552  0.096
H -1.6791 2.0795 -0.8218  0.012
H -2.4670 1.8942 0.7375  0.137
H -3.5690 -1.6084 -0.1255  0.017
H -4.5716 -0.3368 -0.6756  0.088
H -3.8223 -0.2527 0.9686  0.113
H 3.0199 2.0946 1.9974  0.008
H 2.4889 1.7094 0.4436  0.012
H 4.2095 2.4702 0.8546  0.016
H 0.1646 -2.5362 1.3642  0.111
H 1.4854 -2.5299 0.0093  0.123
H 1.9756 -2.2589 1.8530  0.103
H 2.3835 0.7421 -3.0409  -0.018
H 3.0549 -0.2884 -1.7491  -0.023
H 3.8878 0.7068 0.9813  0.061
H -1.1755 -1.7945 -0.1287  0.102
H -1.5416 -0.6538 1.2704  0.146
H -2.1715 -0.0666 -1.6016  0.091
H 2.0999 -0.3007 0.9281  0.146
H 0.6053 -0.5300 1.7700  0.114
H -0.2776 0.6107 -2.4577  0.023

=====

## Q
This record from the OMol25 dataset describes a 2-piece molecular cluster, C8H21NP overall. The level of theory is ωB97M-V/def2-TZVPD.

Computed properties:
M	162.237	g/mol
Kohn-Sham gap (alpha / beta)	8.3 / 5.0	eV
HOMO (alpha / beta)	-0.4482 / -0.3938	Eh
total charge	+1

Last column: Löwdin charge in e.
Positions of all 31 atoms, in Å:
C 1.3806 -2.0199 -1.9965  -0.114
C -1.0438 -1.5142 -2.1706  -0.122
C 3.0612 0.7527 1.2346  -0.143
C 1.1801 1.4620 2.6333  -0.193
C 0.4957 0.3818 -1.3428  -0.388
C -2.9132 0.9602 0.7366  0.064
C 0.3572 -0.8931 -2.2404  -0.494
C 1.5850 1.2361 1.1853  -0.650
N -4.1276 0.1737 1.0329  0.095
P 0.4986 -0.1342 0.4639  1.028
H 1.4734 -2.3823 -0.8520  0.099
H 1.0136 -2.9128 -2.4263  0.050
H 2.3994 -1.8086 -2.2910  0.070
H -1.1394 -1.9797 -1.2270  0.046
H -1.1452 -2.2033 -2.9790  0.066
H -1.9216 -0.9250 -2.4937  0.081
H 3.5862 1.3204 1.9734  0.071
H 3.1822 -0.2202 1.6067  0.047
H 3.5079 0.7668 0.2273  0.082
H 0.0172 1.5830 2.8328  0.085
H 1.5902 2.3764 3.0377  0.066
H 1.5787 0.6380 3.2530  0.080
H 1.4458 0.9110 -1.5347  0.081
H -0.3796 1.0014 -1.4310  0.055
H -2.6341 1.6358 1.5789  0.083
H -1.9729 0.4085 0.5968  -0.037
H 0.5664 -0.5012 -3.3748  0.176
H 1.6287 2.2110 0.5238  0.140
H -4.7466 0.0959 0.1496  0.211
H -4.6401 0.3892 1.9030  0.168
H -3.8839 -0.8093 1.3900  0.198

=====

In order of decreasing stability: P, Q.

=====

## P
This record from the OMol25 dataset describes a 2-piece molecular cluster, C5H5Cl overall. The level of theory is ωB97M-V/def2-TZVPD.

Computed properties:
M	100.548	g/mol
Kohn-Sham gap (alpha / beta)	7.0 / 6.9	eV
HOMO (alpha / beta)	-0.3246 / -0.3225	Eh

Last column: Löwdin charge in e.
Positions of all 11 atoms, in Å:
C 0.4686 -0.2819 -0.5963  -0.245
C 1.0148 -1.0271 0.2616  0.145
C 0.7349 -3.2459 2.2928  0.122
C -0.2623 0.6379 -1.1818  -0.686
C -0.5163 1.9786 -0.5931  -0.080
Cl -0.9699 0.3047 -2.7365  0.712
H -0.1695 -2.8649 1.8476  -0.110
H 1.5120 -2.4642 2.0463  -0.110
H -0.2117 1.8034 0.3807  0.063
H -1.5322 2.2945 -0.6515  0.079
H -0.0685 2.8649 -1.0698  0.111

=====

## Q
This record from the OMol25 dataset describes one molecule with the formula C5H5Cl. The level of theory is ωB97M-V/def2-TZVPD.

Computed properties:
M	100.548	g/mol
Kohn-Sham gap	9.4	eV
HOMO	-0.3306	Eh

Last column: Löwdin charge in e.
Positions of all 11 atoms, in Å:
Cl 2.5362 0.8527 0.8335  0.514
C 0.8145 0.1720 0.6850  -0.680
C -0.1260 1.2214 0.0742  -0.157
C -1.0854 0.5743 -0.7373  -0.030
C -0.7616 -1.0246 -0.5392  -0.048
C 0.5752 -1.1479 -0.0817  -0.098
H 0.0908 0.0522 1.7295  0.199
H -0.0315 2.1873 0.4052  0.055
H -1.9247 0.8884 -1.4413  0.101
H -1.2951 -1.8052 -1.0525  0.068
H 1.2076 -1.9708 0.1247  0.075

=====

In order of decreasing stability: Q, P.

=====

## P
This record from the OMol25 dataset describes one molecule with the formula C18H24N4O3. The level of theory is ωB97M-V/def2-TZVPD.

Computed properties:
M	344.415	g/mol
Kohn-Sham gap	8.0	eV
HOMO	-0.3048	Eh

Last column: Löwdin charge in e.
Positions of all 49 atoms, in Å:
C -3.2309 -1.9964 0.9788  -0.044
C -3.8483 -0.5950 0.8412  -0.371
C -5.2660 -0.6552 0.2599  -0.161
C -5.2581 -1.0052 -1.2237  -0.204
C -4.3766 -0.0054 -1.9609  -0.180
C -2.9820 0.0184 -1.3440  -0.195
N -3.0614 0.3536 0.0653  -0.149
C -1.7702 0.6702 0.6466  -0.207
C -1.3497 2.1036 0.3026  -0.155
C -0.1762 2.5794 1.1605  -0.169
N 1.0072 1.7869 0.9327  0.093
C 2.1051 2.2567 0.3380  -0.394
O 2.2238 3.4466 0.0021  0.034
C 3.2020 1.2908 0.1100  0.025
C 4.4013 1.7638 -0.4657  -0.323
O 4.5598 3.0161 -0.7998  0.127
N 5.4434 0.9585 -0.7015  0.187
C 5.3602 -0.3104 -0.4011  -0.244
C 6.4693 -1.1621 -0.6505  0.014
C 6.4130 -2.4875 -0.3529  -0.048
C 5.2348 -3.0239 0.2123  -0.049
C 4.1825 -2.2024 0.4470  -0.020
N 4.2319 -0.8756 0.1522  0.104
C 3.0734 -0.0797 0.4395  -0.336
O 2.1021 -0.6491 0.9295  0.034
H -2.2396 -1.9323 1.4218  0.071
H -3.1451 -2.4916 0.0161  0.065
H -3.8560 -2.6083 1.6243  0.079
H -3.9237 -0.1706 1.8520  0.138
H -5.8555 -1.3821 0.8214  0.111
H -5.7265 0.3266 0.3839  0.115
H -4.8753 -2.0166 -1.3718  0.105
H -6.2762 -0.9755 -1.6173  0.108
H -4.3040 -0.2606 -3.0198  0.109
H -4.8132 0.9910 -1.8751  0.115
H -2.4817 -0.9516 -1.5138  0.123
H -2.3840 0.7856 -1.8399  0.113
H -0.9885 -0.0364 0.3225  0.122
H -1.8639 0.5950 1.7336  0.125
H -1.0676 2.1766 -0.7482  0.109
H -2.2021 2.7622 0.4714  0.118
H 0.0764 3.6133 0.9131  0.119
H -0.4416 2.5197 2.2214  0.124
H 0.9821 0.7947 1.1496  0.104
H 3.6875 3.4910 -0.5698  0.090
H 7.3384 -0.6956 -1.0824  0.119
H 7.2564 -3.1328 -0.5431  0.111
H 5.1679 -4.0709 0.4557  0.107
H 3.2453 -2.5274 0.8764  0.132

=====

## Q
This record from the OMol25 dataset describes one molecule with the formula C18H24N4O3. The level of theory is ωB97M-V/def2-TZVPD.

Computed properties:
M	344.415	g/mol
Kohn-Sham gap	9.1	eV
HOMO	-0.3073	Eh

Last column: Löwdin charge in e.
Positions of all 49 atoms, in Å:
N -3.2167 -0.5969 2.0790  0.178
C -2.5776 -1.4590 1.2606  -0.526
O -1.4589 -1.8636 1.5030  0.037
C -3.3717 -1.8985 0.0230  -0.102
N -3.1657 -1.1521 -1.2035  -0.161
C -3.7187 0.1807 -1.2844  -0.162
C -2.8337 1.2725 -0.6718  -0.165
N -1.5012 1.2333 -1.2628  -0.097
C -0.6487 2.2748 -0.6960  -0.206
C 0.6552 2.4645 -1.4681  -0.009
C 1.7505 2.0061 -0.5289  -0.407
O 2.9294 1.9495 -0.7499  0.117
N 1.1660 1.7080 0.6875  0.060
C 1.9228 1.2582 1.8397  -0.103
C 1.8632 -0.2647 2.0097  -0.106
C 2.4360 -1.0046 0.8296  -0.227
C 3.7378 -0.7725 0.4024  -0.052
C 4.2442 -1.4347 -0.7005  -0.081
C 3.4592 -2.3458 -1.3865  -0.094
C 2.1709 -2.6028 -0.9519  -0.084
C 1.6633 -1.9383 0.1514  -0.047
C -0.1887 1.9168 0.7206  -0.378
O -0.8806 1.7957 1.7031  0.106
C -0.9126 -0.0965 -1.1200  -0.154
C -1.8245 -1.1535 -1.7473  -0.143
H -2.7027 -0.1864 2.8436  0.117
H -4.1219 -0.2210 1.8593  0.103
H -3.0846 -2.9338 -0.1867  0.130
H -4.4415 -1.8731 0.2490  0.121
H -4.7039 0.1962 -0.8126  0.119
H -3.8447 0.4009 -2.3501  0.123
H -3.2720 2.2501 -0.8937  0.126
H -2.7865 1.1552 0.4191  0.093
H -1.2429 3.1936 -0.6664  0.158
H 0.6766 1.8922 -2.3942  0.131
H 0.8324 3.5097 -1.7252  0.133
H 1.4978 1.7446 2.7220  0.129
H 2.9514 1.5922 1.6897  0.122
H 2.4259 -0.5167 2.9125  0.125
H 0.8267 -0.5725 2.1608  0.103
H 4.3632 -0.0680 0.9302  0.114
H 5.2548 -1.2374 -1.0265  0.103
H 3.8537 -2.8587 -2.2518  0.098
H 1.5573 -3.3235 -1.4735  0.100
H 0.6636 -2.1530 0.4983  0.088
H 0.0543 -0.1186 -1.6266  0.125
H -0.7474 -0.3490 -0.0665  0.094
H -1.3798 -2.1389 -1.6057  0.124
H -1.9140 -0.9545 -2.8205  0.126

=====

In order of decreasing stability: P, Q.

=====

## P
This record from the OMol25 dataset describes a 2-piece molecular cluster, C4H6NO2 overall. The level of theory is ωB97M-V/def2-TZVPD.

Computed properties:
M	100.097	g/mol
Kohn-Sham gap	10.8	eV
HOMO	-0.5911	Eh
total charge	+1

Last column: Löwdin charge in e.
Positions of all 13 atoms, in Å:
C -2.7554 -1.3629 -1.5432  -0.418
C 1.1777 0.8233 -1.5949  0.176
C 0.8997 -0.0761 0.6938  -0.073
C 0.6799 0.4292 2.0299  -0.026
N 0.9311 0.6265 -0.3746  0.100
O -3.6807 -1.9221 -1.8364  0.289
O -1.7651 -0.8013 -1.2748  0.155
H 2.2349 1.0505 -1.7223  0.131
H 0.4027 0.8507 -2.3709  0.131
H 0.9881 -0.2164 2.7353  0.032
H 0.7393 -1.1786 0.4809  0.187
H -0.5390 0.2883 2.5244  0.224
H 0.6869 1.4888 2.2528  0.092

=====

## Q
This record from the OMol25 dataset describes an isolated ion of composition C4H6NO2 and charge +1. The level of theory is ωB97M-V/def2-TZVPD.

Computed properties:
M	100.097	g/mol
Kohn-Sham gap	11.0	eV
HOMO	-0.6067	Eh
total charge	+1

Last column: Löwdin charge in e.
Positions of all 13 atoms, in Å:
C -0.1939 1.7582 -0.8418  0.045
C 0.6069 0.6769 -0.4243  -0.297
O 1.7127 0.3792 -0.4629  0.267
N -0.2580 -0.5886 0.3828  0.010
C 0.5383 -1.5143 1.1220  -0.014
C -1.3972 -0.8245 -0.0743  -0.070
O -2.4231 -0.9828 -0.7380  0.251
H -1.2844 1.7905 -0.7578  0.119
H 0.2062 2.6659 -0.2516  0.173
H 0.1931 2.0050 -1.8103  0.122
H 0.9875 -1.0578 2.0106  0.114
H 1.4388 -1.9875 0.4530  0.177
H -0.1270 -2.3204 1.3926  0.102

=====

## R
This record from the OMol25 dataset describes a 2-piece molecular cluster, C4H6NO2 overall. The level of theory is ωB97M-V/def2-TZVPD.

Computed properties:
M	100.097	g/mol
Kohn-Sham gap	11.0	eV
HOMO	-0.5450	Eh
total charge	+1

Last column: Löwdin charge in e.
Positions of all 13 atoms, in Å:
C -0.0550 0.8739 0.3101  -0.040
C 0.2279 0.9354 -0.8548  -0.071
C -0.3968 -2.9399 0.9893  -0.375
C 0.3707 0.9132 -2.2849  -0.088
N -0.0804 0.7536 1.7069  0.227
O -0.4668 -1.8701 1.4107  0.187
O -0.4631 -4.0095 0.6356  0.304
H 1.0037 -0.0408 -2.5745  0.135
H 0.9897 1.8214 -2.7470  0.136
H -0.6964 1.0822 -2.6423  0.114
H -0.0299 -0.2150 1.7903  0.080
H -0.8822 1.1937 2.1501  0.191
H 0.4785 1.5018 2.1105  0.199

=====

In order of decreasing stability: P, Q, R.